No. 1
The following is a DFT calculation (the ωB97M-V functional and the def2-TZVPD basis) of a cluster of 10 separate species, C36H64Cl4N8 in total in a non-equilibrium geometry.

Calculated values
**F_max**: 0.0341 Eh/bohr
**SMILES string**: CCCC#N.CCCC#N.CCCC#N.CCCC#N.CCCC#N.CCCC#N.CCCC#N.CCCC#N.ClCCCl.ClCCCl
**LUMO level**: 0.0001 hartree
**HOMO-LUMO gap**: 10.72 eV
**HOMO**: -10.7 eV
**E_tot**: -3688.90554 Eh

CARTESIAN COORDINATES (ANGSTROEM)
C  5.54117  -23.37200  8.53434
C  6.35891  -22.27547  7.82784
C  7.79564  -22.22746  8.32461
C  8.63702  -23.38201  7.92429
N  9.29019  -24.27215  7.61004
H  5.68819  -23.35554  9.61161
H  5.77657  -24.34894  8.10701
H  4.48367  -23.22809  8.30484
H  5.89718  -21.32109  8.09024
H  6.22663  -22.39157  6.75388
H  7.80572  -22.28782  9.41767
H  8.32663  -21.30534  8.09409
C  2.26332  -21.70724  14.98947
C  1.66686  -21.11593  13.72269
C  1.14450  -22.09022  12.68495
C  0.33491  -23.17255  13.24908
N  -0.31284  -24.01732  13.67467
H  2.78794  -20.93525  15.54939
H  3.00374  -22.47620  14.73151
H  1.53748  -22.20862  15.62733
H  2.35139  -20.45208  13.18999
H  0.85894  -20.46337  14.07327
H  1.94505  -22.55103  12.10010
H  0.48552  -21.57821  11.97885
C  6.68675  -26.97680  8.57284
C  6.81323  -26.60141  10.06098
C  5.57560  -27.00711  10.86145
C  5.17442  -28.38021  10.55949
N  4.88357  -29.46986  10.33869
H  5.78344  -26.50452  8.16801
H  6.65245  -28.04930  8.40295
H  7.47525  -26.52386  7.96916
H  7.00942  -25.53015  10.09756
H  7.69551  -27.12323  10.43828
H  4.75383  -26.31382  10.66126
H  5.68218  -26.91773  11.94235
C  2.84045  -28.31424  4.36318
C  3.65654  -27.82043  5.56750
C  3.18991  -28.17147  6.97588
C  1.79065  -27.77843  7.20424
N  0.70236  -27.47701  7.41874
H  1.77149  -28.22550  4.56372
H  3.04787  -29.36635  4.17581
H  3.14547  -27.65956  3.55047
H  3.73758  -26.73542  5.48811
H  4.69147  -28.15904  5.46049
H  3.75310  -27.61699  7.72861
H  3.25357  -29.23816  7.19792
C  -1.67296  -27.14960  14.33403
C  -0.32692  -27.71874  13.91151
C  0.89828  -27.39532  14.74756
C  0.90835  -28.15878  16.00718
N  0.89372  -28.73685  16.99669
H  -1.69214  -26.05862  14.27783
H  -1.94136  -27.48094  15.33892
H  -2.48471  -27.44001  13.66383
H  -0.14551  -27.44880  12.86663
H  -0.49787  -28.79917  13.83966
H  0.94538  -26.32136  14.92905
H  1.77734  -27.69611  14.17533
C  -5.45347  -25.30869  12.66982
C  -4.64523  -24.42362  11.72823
C  -3.14728  -24.76836  11.76261
C  -2.77814  -26.01069  11.09177
N  -2.46625  -26.97712  10.55203
H  -5.41023  -26.36522  12.40270
H  -6.49338  -24.97919  12.70865
H  -5.10877  -25.25105  13.70632
H  -4.74223  -23.38440  12.04101
H  -5.01629  -24.51358  10.70797
H  -2.75376  -24.72896  12.77833
H  -2.61567  -23.96440  11.24125
C  4.64781  -25.63535  14.79202
C  5.91698  -24.89595  14.38163
C  5.60704  -23.57875  13.64206
C  4.74707  -23.74202  12.46918
N  4.00329  -23.79071  11.59309
H  4.05543  -25.93448  13.92180
H  4.06840  -24.93938  15.40195
H  4.85467  -26.57165  15.30658
H  6.51656  -25.50365  13.70335
H  6.49582  -24.63458  15.26592
H  6.49225  -22.99477  13.40919
H  4.94126  -23.01148  14.30768
C  -2.13736  -30.64320  9.66994
C  -1.21189  -30.87869  10.85537
C  -0.00143  -29.93599  10.84296
C  0.88300  -30.24344  9.71139
N  1.53067  -30.54967  8.81313
H  -3.00722  -31.30386  9.68402
H  -1.66159  -30.86853  8.71001
H  -2.48109  -29.60852  9.64411
H  -0.87083  -31.91421  10.88381
H  -1.85344  -30.73275  11.72795
H  0.54829  -30.09519  11.77227
H  -0.29205  -28.88624  10.81191
Cl  -0.14546  -23.36636  9.10366
C  1.16614  -24.54156  9.39563
C  0.66509  -25.59996  10.35583
Cl  2.00802  -26.61987  10.93295
H  2.03134  -23.97676  9.73373
H  1.46874  -24.98834  8.44900
H  -0.05891  -26.28313  9.92300
H  0.25429  -25.10051  11.23191
Cl  0.36659  -23.37658  3.24464
C  0.27154  -24.74846  4.36350
C  0.78060  -24.38903  5.75180
Cl  2.55292  -24.28195  5.85674
H  0.82562  -25.57739  3.93598
H  -0.76921  -25.02040  4.53635
H  0.41393  -25.16055  6.43023
H  0.40649  -23.43529  6.11348

No. 2
The following is a DFT calculation (the ωB97M-V functional and the def2-TZVPD basis) of a cluster of 6 separate species, C36H64F17NO19S5 in total in a non-equilibrium geometry.

Calculated values
**F_max**: 0.1261 Eh/bohr
**SMILES string**: CC(=O)OCCCCCCCCN(CCC(F)(F)C(F)(F)C(F)(F)C(F)(F)C(F)(F)C(F)(F)C(F)(F)C(F)(F)F)C(=O)O.CCOS(C)(=O)=O.CCOS(C)(=O)=O.CCOS(C)(=O)=O.CCOS(C)(=O)=O.CCOS(C)(=O)=O
**LUMO level**: 0.0065 hartree
**HOMO-LUMO gap**: 9.95 eV
**HOMO**: -9.8 eV
**E_tot**: -6583.02069 Eh

CARTESIAN COORDINATES (ANGSTROEM)
C  4.54714  -3.67255  -1.74849
C  5.78465  -3.78417  -0.89681
O  6.74554  -4.43505  -1.21062
O  5.72920  -3.14323  0.30142
C  5.66314  -1.70426  0.24763
C  7.06135  -1.09741  0.08063
C  7.16972  0.01974  -0.96174
C  6.83917  -0.40629  -2.39544
C  7.81091  -1.40092  -3.03763
C  7.15738  -2.10965  -4.22404
C  7.08588  -1.27217  -5.50627
C  5.93358  -1.71220  -6.40003
N  4.66998  -1.18955  -5.83309
C  4.43877  0.21324  -6.23791
C  4.34993  1.22262  -5.08130
C  2.98494  1.86273  -4.97104
F  1.96813  0.96040  -5.05414
F  2.79868  2.73765  -6.01003
C  2.79186  2.72450  -3.69283
F  3.83325  3.58362  -3.63869
F  1.65559  3.44775  -3.80405
C  2.73860  1.93559  -2.33263
F  3.87625  2.17610  -1.65188
F  2.66494  0.60887  -2.55691
C  1.59022  2.35357  -1.35726
F  1.82915  1.71056  -0.19446
F  1.71366  3.67084  -1.13764
C  0.11007  2.04212  -1.81074
F  -0.49316  3.20208  -2.11451
F  0.10266  1.25309  -2.90181
C  -0.78622  1.37139  -0.72512
F  -2.06428  1.48109  -1.16184
F  -0.67010  2.07580  0.40789
C  -0.53450  -0.15223  -0.44763
F  0.69990  -0.49972  -0.84953
F  -0.64791  -0.36725  0.87733
C  -1.53117  -1.13511  -1.13520
F  -1.03874  -2.35914  -0.98876
F  -1.67829  -0.87949  -2.42944
F  -2.72423  -1.07436  -0.55173
C  3.55551  -1.99781  -6.16196
O  3.26210  -2.40606  -7.25444
O  2.82623  -2.26169  -5.05833
H  4.40238  -4.62032  -2.26575
H  4.69697  -2.90604  -2.51324
H  3.66821  -3.41548  -1.16074
H  4.98056  -1.38454  -0.54538
H  5.22354  -1.39471  1.19447
H  7.76571  -1.90069  -0.14511
H  7.35021  -0.67519  1.04630
H  8.19301  0.40882  -0.93835
H  6.50280  0.84406  -0.68984
H  5.84520  -0.87040  -2.41241
H  6.76728  0.49608  -3.01243
H  8.71931  -0.88498  -3.37252
H  8.12223  -2.13962  -2.29464
H  7.71283  -3.01861  -4.47068
H  6.14152  -2.38503  -3.93146
H  8.02696  -1.39055  -6.05278
H  6.97413  -0.20209  -5.30041
H  5.89529  -2.80339  -6.44451
H  6.05862  -1.35303  -7.42815
H  3.53212  0.26850  -6.84776
H  5.25509  0.51078  -6.89642
H  5.03136  2.05434  -5.27542
H  4.65471  0.76499  -4.14011
H  1.96585  -2.60245  -5.35185
C  2.66906  1.87036  4.01594
C  3.85854  2.73329  3.66104
O  5.05314  2.41116  4.42472
S  5.82796  1.09800  3.99799
C  7.36153  1.45179  4.77926
O  5.97638  1.11027  2.57162
O  5.22973  -0.04348  4.61580
H  2.82433  0.83454  3.71732
H  1.77926  2.24088  3.51030
H  2.48650  1.88535  5.08990
H  4.10304  2.66101  2.60068
H  3.67365  3.78071  3.88933
H  7.79028  2.34031  4.32498
H  8.00096  0.58721  4.61562
H  7.18218  1.59628  5.84097
C  -3.54094  0.21218  5.85896
C  -2.83820  -0.30686  4.62485
O  -2.91561  0.61890  3.50787
S  -1.94845  1.87136  3.52242
C  -2.12196  2.30835  1.82770
O  -0.61163  1.42025  3.77593
O  -2.49967  2.90861  4.33760
H  -3.02068  1.06957  6.28389
H  -3.58162  -0.57438  6.61241
H  -4.55898  0.52268  5.62357
H  -1.78998  -0.53799  4.81648
H  -3.31552  -1.20929  4.24936
H  -1.73289  1.49948  1.21584
H  -1.54364  3.21759  1.67848
H  -3.17346  2.48931  1.62251
C  -7.84766  2.25880  -5.55975
C  -7.02006  0.99642  -5.45004
O  -6.02314  1.07408  -4.40116
S  -6.52013  0.86268  -2.90830
C  -4.94190  0.60308  -2.18095
O  -7.29435  -0.34051  -2.84796
O  -7.07981  2.08086  -2.41054
H  -8.48775  2.39369  -4.68954
H  -8.47763  2.20110  -6.44768
H  -7.20209  3.13276  -5.64232
H  -7.64072  0.11632  -5.27950
H  -6.43889  0.82779  -6.35398
H  -4.51318  -0.30125  -2.60162
H  -5.10238  0.49370  -1.11092
H  -4.32121  1.46950  -2.38645
C  -3.50699  -4.02773  1.21727
C  -4.67090  -3.39048  1.94504
O  -5.40050  -4.33251  2.76680
S  -4.75740  -4.72109  4.16599
C  -6.18713  -5.45494  4.87714
O  -4.42031  -3.51747  4.86478
O  -3.75468  -5.72162  3.97276
H  -2.72395  -4.33607  1.90872
H  -3.08381  -3.31502  0.51543
H  -3.83543  -4.91122  0.66998
H  -4.35073  -2.55516  2.56930
H  -5.41523  -3.01761  1.24406
H  -6.95559  -4.69470  4.98183
H  -5.88785  -5.83776  5.85016
H  -6.51668  -6.26625  4.23419
C  -6.98979  3.75059  4.73027
C  -8.45146  3.73910  5.12507
O  -8.96611  2.39683  5.31518
S  -8.60342  1.66956  6.67809
C  -9.77520  0.36484  6.56203
O  -8.93573  2.53649  7.76730
O  -7.28060  1.13320  6.59052
H  -6.35068  3.41059  5.54322
H  -6.69557  4.76571  4.46289
H  -6.82035  3.09803  3.87386
H  -8.63250  4.31585  6.03250
H  -9.07588  4.15056  4.33504
H  -10.77453  0.78930  6.58756
H  -9.60812  -0.27966  7.42202
H  -9.59883  -0.17951  5.63852